(1)
Here is a cluster of 5 separate species, C31H33BO11P in total in a non-equilibrium geometry from OMol25. Energies are from ωB97M-V/def2-TZVPD.

For the LUMO energy, the calculation gives -0.5184 eV. The gap between HOMO and LUMO is 2.989 eV. Its energy above the lowest of the compared OMol25 structures with the same formula, charge and spin is 79.1 kJ/mol. As for the charge: -1.

Last column: Mulliken charge in e.
Cartesian coordinates (Å):
P -2.0676 -1.3219 -5.3469  1.005
O -2.5748 -0.4589 -4.0873  -0.553
O -3.3935 -3.1741 -0.8938  -0.524
O 1.3792 1.2383 10.0233  -0.558
O 1.4839 4.2467 3.1695  -0.699
O 0.0940 -0.5051 1.2911  -0.503
O 2.5107 9.3450 -0.5977  -0.558
O -0.9804 5.7334 1.0761  -0.501
O 0.4448 0.9756 4.8213  -0.286
O -3.3346 -1.1963 -6.3656  -0.560
O -0.8907 -0.7015 -5.9646  -0.688
O -2.3969 -2.8586 4.2936  -0.609
C 2.7975 -3.7139 -6.5883  -1.679
C -0.6993 -4.5871 -3.1607  -0.273
C 2.5400 -2.3497 -4.5700  -1.502
C 0.3964 8.3520 -0.8765  -0.419
C 1.1447 6.7144 1.3604  -0.271
C -3.1665 -3.1059 0.2928  0.238
C 2.0159 7.6275 0.9347  -0.437
C 0.6595 1.0348 6.0128  0.287
C -0.2387 2.8556 2.3661  -0.396
C 1.8157 0.8874 2.0812  -0.397
C -1.8289 -2.7213 0.7926  -0.214
C -0.4781 7.4429 -0.4553  -0.340
C 2.1636 2.0808 2.5519  -0.448
C 0.5836 -3.7743 -5.4546  -1.260
C 1.9925 1.4235 6.5353  -0.247
C -2.6217 -2.9319 3.0999  0.307
C -0.1734 6.5557 0.6956  0.327
C 0.0380 -4.8736 -2.0496  -1.081
C 0.4113 0.5840 1.7171  0.315
C 2.2260 1.4907 7.8428  -0.420
C 2.0997 -3.6602 -5.2164  0.991
C -1.5744 -2.6387 2.0959  -0.467
C -0.1681 0.7891 8.3076  -0.363
C -1.9117 -3.0268 -4.8700  -0.753
C -4.2195 -3.4022 1.2992  -0.367
C 1.7133 8.5153 -0.2133  0.364
C -3.9660 -3.3197 2.6020  -0.427
C 1.1641 1.1781 8.8317  0.335
C -0.5873 1.6618 1.8947  -0.245
C 1.1626 3.1564 2.7337  0.316
C -0.4022 0.7217 6.9998  -0.400
B -0.4130 -3.3540 -4.2092  0.770
H -1.6074 1.4244 1.6217  0.521
H -1.5623 -5.2332 -3.3592  0.326
H 3.6156 -2.4252 -4.3742  0.482
H -0.0199 -2.4142 -3.5510  -0.274
H 2.5336 0.0886 1.9445  0.460
H -1.3653 0.4379 6.5948  0.444
H -1.0793 -2.5111 0.0398  0.697
H -2.1025 -3.6412 -5.7476  0.271
H 2.4586 -2.8329 -7.1315  0.372
H 3.8834 -3.6737 -6.5069  0.440
H -1.4442 7.3061 -0.9241  0.421
H -3.1154 -1.7032 -7.1620  0.313
H -5.1910 -3.6827 0.9117  0.432
H -0.9551 3.6550 2.5012  0.492
H -4.7166 -3.5285 3.3542  0.396
H 2.7524 1.6472 5.7973  0.441
H 2.4535 -4.5662 -7.1702  0.337
H 1.3598 6.0583 2.1983  0.634
H -2.4013 -0.9835 -3.2870  0.344
H 0.3940 -4.8352 -5.6562  0.187
H -0.9279 0.5652 9.0452  0.401
H 3.1848 2.3188 2.8236  0.477
H -2.6638 -3.2291 -4.1028  0.166
H 0.1939 9.0089 -1.7127  0.394
H -0.4381 -4.8460 -1.0711  0.217
H 1.0934 -5.1085 -2.1137  0.263
H 3.1899 1.7727 8.2466  0.410
H 2.0647 -2.1506 -3.6186  0.279
H 2.4980 -4.4828 -4.6205  0.312
H 2.9826 7.7647 1.4024  0.428
H 0.3568 -3.2527 -6.3887  0.336
H -0.6059 -2.3596 2.4808  0.509
H 2.4312 -1.5227 -5.2662  0.257

(2)
Here is a structure of composition C2H23O10Pb in a non-equilibrium geometry from OMol25. Energies are from ωB97M-V/def2-TZVPD.

For the LUMO energy, the calculation gives -5.6235 eV. The gap between HOMO and LUMO is 7.268 eV. Its energy above the lowest of the compared OMol25 structures with the same formula, charge and spin is 0.0 kJ/mol. As for the charge: +1.

Last column: Mulliken charge in e.
Cartesian coordinates (Å):
Pb 3.3923 -1.5040 -0.4071  1.340
O 3.5332 0.3069 -2.1852  -0.585
O -3.8882 0.7150 1.2028  -0.594
O -1.2588 2.9785 -3.6224  -0.631
O 1.9532 -2.5473 -2.1353  -0.465
O 2.0599 1.4525 1.7731  -0.610
O -1.3910 -3.8464 -0.0854  -0.649
O -1.5198 0.6352 3.3139  -0.616
O 1.0755 -0.5653 3.8111  -0.577
O 1.0549 3.0235 -0.7514  -0.639
O 1.3083 0.0534 -0.5141  -0.385
C 0.0125 -0.2985 -0.8880  0.505
C -0.8607 -0.6933 0.2893  -1.234
H -4.4897 1.4034 0.8991  0.298
H -2.0943 3.1252 -3.1674  0.318
H 0.6292 3.5666 -0.0805  0.286
H -0.5393 -4.2941 -0.0934  0.298
H -0.4962 0.4882 -1.4565  0.011
H -0.4886 -1.4850 0.9454  0.243
H -4.3206 -0.1108 0.9594  0.314
H 2.6442 0.6803 -2.0076  0.343
H 0.8285 2.1136 -0.5140  0.237
H -1.8484 -0.1315 3.7975  0.348
H 1.7450 0.8624 1.0698  0.142
H 2.2570 -3.2376 -2.7431  0.297
H 1.2609 1.8431 2.1411  0.355
H 0.1720 -0.3355 4.0528  0.308
H 1.1372 -2.2033 -2.5316  0.330
H -0.8714 2.2182 -3.1803  0.327
H 0.9925 -0.9639 2.9438  0.260
H -1.8600 -0.9700 -0.0481  0.541
H -2.0280 0.6364 2.4928  0.261
H -0.0250 -1.1642 -1.5730  -0.058
H -0.8792 0.1919 0.9243  0.028
H -1.1851 -2.9185 0.0846  0.339
H 3.9881 0.9750 -2.7165  0.315

(3)
Here is a structure of composition C7H31N2O7 in a non-equilibrium geometry from OMol25. Energies are from ωB97M-V/def2-TZVPD.

For the LUMO energy, the calculation gives 2.2382 eV. The gap between HOMO and LUMO is 2.505 eV. As for the charge: -1.

Last column: Mulliken charge in e.
Cartesian coordinates (Å):
O 0.0136 -2.1891 -1.4058  -0.111
O 1.0822 -3.2726 0.2073  -0.907
O -2.8367 -0.2328 -1.0300  -0.154
O 1.6215 -0.0046 2.4742  -0.348
O 2.5517 -0.0497 -1.1340  -0.117
O 1.9460 -1.7872 1.3978  -0.696
O 0.0698 -1.0726 2.1126  -0.670
N -0.5505 1.1416 0.3247  -0.334
N 0.5705 -0.6622 -0.1087  -0.062
C -1.1153 1.6559 -0.8790  0.463
C 2.5279 2.0543 1.5551  -1.248
C 1.3945 1.3109 2.0585  0.259
C -0.0478 2.5248 -1.5872  -1.476
C -4.1482 0.2844 -1.1275  -0.871
C -1.1097 -1.8275 1.9042  -0.923
C -1.8276 0.5725 -1.7481  -0.705
H 3.1369 1.5216 0.8247  0.121
H 2.7375 -1.3812 1.0443  0.074
H -4.5748 0.1458 -0.1340  0.260
H 0.6041 1.2147 1.3142  -1.159
H 0.3892 -3.3374 0.8644  0.268
H 0.6366 -2.9652 -0.5820  0.447
H 1.5273 -0.4324 -0.3365  0.426
H -1.3596 0.8116 0.8312  0.326
H 3.3204 -0.2112 -0.5870  0.204
H 0.1885 -1.3779 -0.7103  1.099
H 0.5028 3.2814 -1.0283  0.337
H -2.2217 1.0218 -2.6597  0.494
H -0.3043 1.9636 0.8575  0.718
H 1.8175 -2.5696 0.8614  0.702
H 0.8434 1.8864 2.8023  0.604
H -0.0407 0.1416 -0.0860  -0.406
H -4.0918 1.3346 -1.4138  0.377
H 0.5944 -1.0817 0.8098  -1.385
H -0.9995 -0.1203 -1.8974  0.210
H -1.7950 -1.4088 1.1672  -0.007
H 0.7120 1.8321 -1.9492  0.127
H 2.9021 0.3584 -1.9257  0.165
H -0.8158 -2.8020 1.5143  0.123
H 0.4338 -1.9297 -2.2257  0.391
H -1.7148 -2.0104 2.7922  0.339
H 2.1778 2.8860 0.9438  0.172
H -0.4250 3.0092 -2.4879  0.445
H 3.0587 2.4026 2.4411  0.499
H -0.7473 -2.7022 -1.6779  0.317
H -4.7719 -0.3276 -1.7790  0.255
H -1.8624 2.4000 -0.6027  0.355

(4)
Here is a structure of composition C3H5NO2 from OMol25. Energies are from ωB97M-V/def2-TZVPD.

For the LUMO energy, the calculation gives 0.8840 eV. The gap between HOMO and LUMO is 9.229 eV. Its energy above the lowest of the compared OMol25 structures with the same formula, charge and spin is 448.2 kJ/mol. As for the charge: 0.

Last column: Mulliken charge in e.
Cartesian coordinates (Å):
O 1.2542 0.8480 -1.4166  -0.399
O -1.2910 -1.7161 0.6099  -0.423
N -0.8606 -0.4223 1.0070  -0.350
C 1.0449 1.1546 -0.0025  -0.168
C 0.3523 -0.2032 -1.2442  -0.331
C 0.0488 0.0287 0.0324  0.230
H 0.6711 2.1703 0.1553  0.234
H -1.5829 -2.0887 1.4499  0.343
H 0.0935 -0.9093 -2.0242  0.379
H -1.6971 0.1570 0.8724  0.296
H 1.9667 0.9810 0.5606  0.189

(5)
Here is a structure of composition C18H32Cl2CoN4OSSe in a non-equilibrium geometry from OMol25. Energies are from ωB97M-V/def2-TZVPD.

As for the expectation value of S²: 3.7591. For the LUMO energy (alpha / beta), the calculation gives -5.1326 / -6.5883 eV. The gap between HOMO and LUMO (alpha / beta) is 8.618 / 7.219 eV. Its energy above the lowest of the compared OMol25 structures with the same formula, charge and spin is 89.2 kJ/mol. As for the charge: +2. The spin multiplicity is 4.

Last column: Löwdin spin population.
Cartesian coordinates (Å):
Se 1.5827 0.7277 -0.5822  0.087
Co 2.6182 -0.4773 1.2465  2.679
Cl 4.6914 -0.7316 0.2270  0.041
Cl 5.2711 -1.1124 3.0514  0.003
S 1.4534 -2.2172 2.2848  0.078
O 2.8864 0.9634 2.8738  0.035
N 1.3832 -3.9555 0.2758  0.005
N -1.0767 0.1151 0.4399  0.003
N 2.9011 -4.3439 1.9805  0.008
N -1.0012 0.0668 -1.7606  0.005
C 3.4969 -5.5958 1.4570  0.001
C 1.9352 -3.6403 1.4276  0.014
C -4.6097 -0.7293 -1.3079  0.001
C 0.2061 3.3059 1.9449  0.001
C -0.2760 0.2815 -0.6348  0.012
C -1.3162 3.0720 1.5472  0.000
C -1.7164 2.7562 -3.2728  0.000
C -3.5087 -0.4263 -2.0545  0.000
C 5.9721 -0.9900 1.4701  0.005
C -2.6393 2.7948 -4.5042  0.000
C -3.4140 -0.6323 0.7445  0.001
C -1.7544 1.7230 2.1398  0.000
C -0.4516 1.8494 -3.4772  0.002
C -0.5246 0.3692 -3.0796  0.002
C -0.9436 0.4938 1.8190  0.003
C -2.3161 -0.2271 0.0224  0.001
C -2.3254 -0.1842 -1.4039  0.001
C -4.5686 -0.8771 0.0679  0.001
H 0.1188 0.7403 2.0084  0.003
H -3.6345 3.2136 -4.3036  0.000
H 4.0723 -5.9654 2.2444  0.000
H 0.8529 2.5429 1.5647  0.001
H -2.2050 2.3139 -2.3928  0.000
H 3.5601 1.1097 3.5449  0.001
H 0.7860 -3.2358 -0.1377  0.000
H 0.5161 4.3560 1.6749  0.000
H 2.3945 1.7938 2.7991  0.001
H 0.4723 2.2526 -2.8178  0.002
H -2.7400 1.4235 1.8564  0.000
H -5.6133 -0.7818 -1.7629  0.000
H -3.6621 -0.2585 -3.1698  0.000
H 0.2819 3.2420 3.0725  0.000
H -1.3976 3.0246 0.4857  0.000
H 1.7542 -4.7738 -0.2563  0.000
H 0.5143 0.0050 -3.2368  0.001
H 6.4705 -1.9197 1.2905  0.001
H -1.4449 3.8054 -2.9729  0.000
H -2.1959 3.3784 -5.2987  0.000
H 2.7251 -6.3922 1.1900  0.000
H -1.7544 1.7428 3.2169  0.000
H -0.0745 1.9500 -4.4558  0.000
H 4.0823 -5.4175 0.6158  0.000
H -1.1509 -0.0438 -3.8494  0.000
H -2.7591 1.8301 -4.9185  0.000
H -3.3453 -0.6818 1.8449  0.000
H -5.4832 -1.0544 0.6824  0.000
H 3.4019 -3.8623 2.7239  0.000
H -1.9348 3.8707 1.9553  0.000
H -1.2415 -0.3931 2.3544  0.000
H 6.6786 -0.1934 1.5053  0.001

(6)
Here is a structure of composition C16H30BInN5OPS2 from OMol25. Energies are from ωB97M-V/def2-TZVPD.

For the LUMO energy, the calculation gives 0.4834 eV. The gap between HOMO and LUMO is 8.581 eV. Its energy above the lowest of the compared OMol25 structures with the same formula, charge and spin is 0.3 kJ/mol. As for the charge: 0.

Last column: Mulliken charge in e.
Cartesian coordinates (Å):
In 0.1999 -0.3148 0.1708  1.023
S 2.7540 -0.1474 0.5812  -0.522
S -0.0206 2.1145 -0.5585  -0.306
P -2.8451 0.1745 0.1326  0.355
O -0.2180 -1.7780 4.1432  -0.597
N 3.4242 -1.0477 -1.9056  0.242
N -0.3034 -0.4116 2.2039  -0.526
N 2.5592 2.9247 -0.0934  0.047
N 1.2732 3.0795 1.6528  0.216
N 3.1471 1.1162 -1.8565  0.592
C 0.0971 3.0305 2.5041  -0.694
C 3.1301 0.0072 -1.1039  -0.084
C -0.2436 -1.1204 3.1649  0.671
C 3.5136 -2.4364 -1.4978  -0.911
C 3.3177 3.4046 0.9462  -0.368
C 2.5257 3.5066 2.0365  -0.527
C -3.1828 1.3753 1.4840  -0.059
C 1.3156 2.7303 0.3524  -0.370
C 3.4364 0.7469 -3.1516  -0.779
C 3.6105 -0.5906 -3.1912  -0.412
C -4.0358 -2.3207 -0.4658  -1.157
C -3.4787 1.0702 -1.3505  -0.732
C -0.0442 -1.7735 -1.3944  -1.325
C -2.8591 0.5561 -2.6514  -0.916
C -4.6185 1.8643 1.6484  -1.455
C -4.1405 -1.1000 0.4442  -0.729
B 3.1072 2.6652 -1.5188  0.289
H -4.6831 2.6180 2.4348  0.442
H -3.2043 2.1189 -1.2065  0.447
H 2.4144 3.1885 -2.3497  -0.117
H -2.8220 0.9010 2.4010  0.357
H -4.1492 -2.0505 -1.5162  0.263
H -4.5704 1.0281 -1.3895  0.504
H 3.6539 -2.4724 -0.4214  0.336
H 0.3972 3.3102 3.5108  0.330
H -1.7731 0.6642 -2.6277  0.122
H -0.3099 2.0209 2.5186  0.106
H -5.1308 -0.6460 0.3557  0.435
H 3.5066 1.4831 -3.9317  0.463
H -4.8139 -3.0472 -0.2289  0.390
H -0.6553 3.7284 2.1402  0.316
H 4.2426 3.0715 -1.5319  -0.192
H 4.3631 -2.8983 -1.9969  0.378
H -1.1030 -1.9614 -1.5580  0.277
H 0.4499 -2.7083 -1.1340  0.360
H 0.3939 -1.3887 -2.3186  0.331
H -3.0767 -0.4998 -2.8160  0.199
H -5.2900 1.0504 1.9227  0.301
H -3.2332 1.1111 -3.5125  0.373
H 4.3621 3.6193 0.8177  0.483
H 3.8557 -1.2537 -4.0009  0.472
H 2.6021 -2.9727 -1.7567  0.292
H -3.0706 -2.8162 -0.3491  0.251
H 2.7333 3.8291 3.0403  0.435
H -2.5124 2.2162 1.2907  0.005
H -4.0196 -1.4028 1.4888  0.381
H -4.9976 2.3167 0.7305  0.293

Number 1: molar mass 623.4 g mol⁻¹, DFT total energy -2394.8475 a.u.. Number 2: molar mass 414.4 g mol⁻¹, DFT total energy -1034.9359 a.u.. Number 3: molar mass 255.3 g mol⁻¹, DFT total energy -920.7586 a.u.. Number 4: molar mass 87.1 g mol⁻¹, DFT total energy -322.4036 a.u.. Number 5: molar mass 561.3 g mol⁻¹, DFT total energy -6101.6296 a.u.. Number 6: molar mass 529.2 g mol⁻¹, DFT total energy -2329.5575 a.u..